Record 1
# C60H56AuN2P3Si

A structure of composition C60H56AuN2P3Si (ωB97M-V/def2-TZVPD, the OMol25 dataset).

Values from the calculation:
- Energy: -105535.2315 eV
- F_max: 2.9 eV Å⁻¹
- Charge: +2
- Frontier orbital gap: 5.799 eV

XYZ file:
```
123
C60H56AuN2P3Si, DFT ωB97M-V/def2-TZVPD
Au -0.28668 -0.47576 0.33712
C -3.30699 -5.60424 0.46250
C -3.26897 -5.10785 -0.83148
C -3.01840 -3.75902 -1.05286
C -2.82743 -2.90354 0.02935
C -2.82702 -3.41441 1.33003
C -3.07180 -4.76042 1.54414
P -2.50311 -1.14111 -0.21083
C -3.18035 -0.69255 -1.81209
C -2.41626 -0.97779 -2.94548
C -2.92259 -0.71298 -4.20693
C -4.18220 -0.14537 -4.34049
C -4.93091 0.16631 -3.21377
C -4.43414 -0.10051 -1.94595
C -3.53157 -0.33466 1.03488
C -4.79407 -0.84711 1.34279
C -5.61166 -0.17820 2.23610
C -5.17801 1.01322 2.80624
C -3.92962 1.52346 2.48951
C -3.07278 0.85030 1.60451
Si -1.40549 1.55249 1.11133
C -1.78545 3.15928 0.18729
C -3.06814 3.71559 0.20457
C -3.30745 4.95912 -0.36744
C -2.28140 5.65466 -0.98632
C -1.00704 5.10319 -1.05970
C -0.76620 3.86285 -0.48695
P 0.74098 2.89632 -0.62784
C 2.04068 4.09327 -1.12076
C 2.96853 3.84547 -2.12508
C 3.95012 4.78628 -2.42108
C 4.01062 5.98005 -1.72058
C 3.09265 6.23145 -0.70847
C 2.12211 5.29010 -0.40424
C 0.47620 1.92707 -2.15473
C -0.56218 2.19731 -3.04426
C -0.63916 1.52456 -4.25572
C 0.31869 0.57965 -4.59694
C 1.34488 0.28455 -3.71069
C 1.41744 0.94668 -2.49149
C -0.27905 1.96446 2.55586
C -0.82945 2.58875 3.67924
C -0.05035 2.88832 4.78718
C 1.29688 2.56045 4.79361
C 1.86026 1.94935 3.68365
C 1.08237 1.65638 2.56487
P 1.84660 0.86398 1.11373
C 3.47481 1.66680 0.90476
C 3.62013 2.98363 1.33784
C 4.84379 3.62423 1.23169
C 5.92216 2.97484 0.65012
C 5.77373 1.67737 0.17857
C 4.55744 1.02392 0.30286
C 2.43634 -0.73779 1.87355
C 2.30790 -1.07767 3.22196
C 2.90108 -2.23440 3.72017
C 3.61022 -3.07956 2.88013
C 3.67406 -2.79487 1.52239
C 3.07869 -1.64488 1.03066
H -3.52951 -6.65063 0.63062
H -3.44859 -5.76710 -1.67092
H -3.01141 -3.37189 -2.06423
H -2.66326 -2.75270 2.17220
H -3.08622 -5.15171 2.55323
H -1.42663 -1.41291 -2.83934
H -2.33608 -0.94790 -5.08539
H -4.58198 0.05774 -5.32557
H -5.91065 0.61278 -3.31917
H -5.02892 0.14076 -1.07522
H -5.13323 -1.76991 0.88761
H -6.58648 -0.57839 2.48168
H -5.81547 1.54574 3.50051
H -3.62958 2.46176 2.93456
H -3.88438 3.19275 0.68419
H -4.30000 5.38890 -0.32073
H -2.47402 6.62387 -1.42845
H -0.22074 5.63052 -1.58348
H 2.93023 2.92703 -2.69597
H 4.66469 4.58333 -3.20853
H 4.76921 6.71363 -1.96122
H 3.13618 7.15992 -0.15318
H 1.42096 5.48970 0.39961
H -1.30517 2.94792 -2.80510
H -1.44175 1.75572 -4.94390
H 0.27395 0.08109 -5.55784
H 2.10302 -0.44017 -3.97895
H 2.23295 0.72538 -1.80966
H -1.87636 2.85312 3.70155
H -0.49771 3.37609 5.64371
H 1.91008 2.78228 5.65736
H 2.91415 1.69988 3.69095
H 2.78635 3.50777 1.78566
H 4.95284 4.63243 1.60949
H 6.87646 3.47774 0.56419
H 6.60985 1.16399 -0.27707
H 4.48094 0.00862 -0.04972
H 1.75460 -0.44555 3.90187
H 2.81316 -2.46779 4.77456
H 4.10074 -3.95929 3.27860
H 4.19252 -3.46484 0.84622
H 3.11182 -1.45879 -0.03715
C -0.02104 -6.58701 -0.72434
C 1.12982 -5.61511 -0.49312
N 0.69289 -4.23173 -0.25564
C 0.35749 -3.48322 -1.46513
C 1.57043 -3.01881 -2.26387
C 0.47915 -3.75568 0.98641
C 0.61767 -4.72616 2.12938
N 0.15247 -2.51996 1.22851
H 0.35844 -7.60891 -0.74233
H -0.51946 -6.39920 -1.67655
H -0.76752 -6.50928 0.06567
H 1.77598 -5.60327 -1.36964
H 1.73911 -5.94443 0.34323
H -0.24799 -2.62876 -1.17709
H -0.27023 -4.13024 -2.08195
H 2.01678 -2.13214 -1.81395
H 1.27532 -2.77307 -3.28403
H 2.33579 -3.79299 -2.31672
H 0.02601 -5.62407 1.95063
H 0.27655 -4.26212 3.05237
H 1.65518 -5.02193 2.26826
H 0.02710 -2.37384 2.22125
```

Löwdin atomic charge list, values in e, 6 entries: Au 0.7608; C -0.0659; C -0.0623; C -0.0726; C -0.3575; C -0.1069

Record 2
# C5H14NO

A cluster of 3 separate species, C5H14NO in total (ωB97M-V/def2-TZVPD, the OMol25 dataset).

Values from the calculation:
- Energy: -8940.8444 eV
- F_max: 2.0 eV Å⁻¹
- Charge: +1
- Relative energy (zero: lowest compared OMol25 entry of this formula, charge and spin): 305.24 kJ/mol
- Frontier orbital gap: 6.227 eV

XYZ file:
```
21
C5H14NO, DFT ωB97M-V/def2-TZVPD
C 1.59265 -2.22471 1.83687
C 0.88577 -0.93986 1.95023
C -0.27816 -0.61278 1.24455
C -0.73085 0.69414 1.37914
C -1.07476 -1.63359 0.47216
N -0.15542 3.01339 -3.41998
H 1.85150 -2.49816 0.79306
H 0.90116 -3.01250 2.14968
H 1.25103 -0.16489 2.61425
H -0.15567 1.26295 -2.09343
H -0.03977 1.35237 1.89076
H -1.64120 1.05358 0.92235
H -2.02689 -1.15815 0.21717
H -1.25580 -2.59101 0.97894
H -0.46655 -1.90458 -0.40202
H 0.23935 3.80740 -2.93421
H -0.97885 3.28847 -3.93637
H 0.55403 2.69447 -4.06961
H 2.52733 -2.20158 2.40454
H -0.36497 1.04276 -0.56931
O -0.63394 0.73227 -1.42877
```

natural (NBO) atomic charge list, values in e, 6 entries: C -0.7376; C 0.2617; C -0.1332; C -0.0616; C -0.6558; N -1.1024

Record 3
# C4H6MgNaO2

A structure of composition C4H6MgNaO2 (ωB97M-V/def2-TZVPD, the OMol25 dataset).

Values from the calculation:
- Energy: -18191.5025 eV
- <S²>: 1.105
- F_max: 7.6 eV Å⁻¹
- Frontier orbital gap (alpha / beta): 4.082 / 4.588 eV
- 2S+1: 2

XYZ file:
```
14
C4H6MgNaO2, DFT ωB97M-V/def2-TZVPD
O 1.04238 -2.27440 0.80478
C 0.87028 -2.15339 -0.52188
C -0.45558 -1.97959 -0.95871
Mg 2.67929 0.21184 0.39525
Na -0.22864 -0.09205 2.70507
H -1.25271 -2.17322 -0.21303
H -0.67479 -1.86654 -2.02418
C -0.07804 1.63559 0.54029
C -0.82272 0.71549 -0.18987
O 1.26034 1.89742 0.21959
H -0.56273 2.56058 0.86771
H -1.49746 -0.12498 -0.33332
H -1.62105 1.31701 -0.64911
H 1.34144 2.32623 -0.64258
```

natural (NBO) atomic charge list, values in e, 6 entries: O -0.6621; C 0.3760; C -0.5957; Mg 0.4406; Na 0.8400; H 0.2083

Record 4
# C44H44BrF4N2PS2ScSi2

A structure of composition C44H44BrF4N2PS2ScSi2 (ωB97M-V/def2-TZVPD, the OMol25 dataset).

Values from the calculation:
- Energy: -197654.2824 eV
- F_max: 0.4 eV Å⁻¹
- Charge: -1
- Relative energy (zero: lowest compared OMol25 entry of this formula, charge and spin): 0.00 kJ/mol
- Frontier orbital gap: 6.069 eV

XYZ file:
```
101
C44H44BrF4N2PS2ScSi2, DFT ωB97M-V/def2-TZVPD
Sc 0.11494 0.17193 0.74203
C -1.61836 -0.83172 3.14831
N -0.16194 -0.57075 3.14205
C 0.16536 0.51711 4.10702
C 0.69315 1.81826 3.51241
N 1.59273 1.61244 2.37340
C 2.83014 0.94313 2.81495
C 1.97511 2.87192 1.75524
C 2.34628 3.95946 2.53975
C 2.74870 5.15402 1.96703
C 2.80309 5.25521 0.58324
C 2.45510 4.17208 -0.20118
C 2.03178 2.96369 0.36369
S 1.59578 1.63909 -0.69474
C 0.52920 -1.80082 3.53201
C 0.24108 -2.37690 4.76814
C 0.85491 -3.54568 5.17739
C 1.77712 -4.15208 4.33008
C 2.07520 -3.58025 3.11079
C 1.46890 -2.38718 2.68094
S 1.91956 -1.69083 1.15141
H -1.98781 -1.05235 4.15557
H -1.83588 -1.67847 2.50184
H -2.13592 0.04256 2.76412
H 0.89605 0.12706 4.81505
H -0.72973 0.76806 4.68481
H 1.20233 2.33401 4.34073
H -0.12163 2.45713 3.18371
H 3.36205 1.57362 3.54086
H 3.46484 0.76408 1.95016
H 2.60530 -0.02069 3.26568
H 2.31470 3.87862 3.61882
H 3.01587 5.99473 2.59447
H 3.11140 6.18174 0.11436
H 2.48556 4.24532 -1.28089
H -0.47698 -1.89688 5.42299
H 0.61535 -3.98040 6.13913
H 2.26502 -5.07319 4.62502
H 2.79635 -4.04521 2.45048
F 0.47608 -7.29359 -2.81997
C 0.52615 -5.97526 -2.61848
C 1.18532 -5.15722 -3.50722
F 1.78838 -5.68161 -4.57772
C 1.21958 -3.79290 -3.28132
F 1.91036 -3.10455 -4.20034
C 0.61305 -3.17383 -2.18756
P 0.78868 -1.32309 -1.91542
C 2.55780 -1.15085 -2.37528
C 2.97259 -0.15551 -3.25348
C 4.31888 0.01185 -3.53899
C 5.26737 -0.80789 -2.94490
C 4.86080 -1.79183 -2.05511
C 3.51508 -1.96006 -1.76777
C -0.09665 -0.54138 -3.32613
C -0.78379 0.62555 -2.99788
C -1.51381 1.33101 -3.94546
C -1.56818 0.87047 -5.24870
C -0.88626 -0.29029 -5.59580
C -0.15436 -0.98771 -4.64887
C -0.03483 -4.03853 -1.29044
Br -0.91389 -3.49866 0.28025
C -0.07857 -5.40757 -1.51491
F -0.70357 -6.23341 -0.67061
H 2.24266 0.49887 -3.71292
H 4.62533 0.79147 -4.22517
H 6.31884 -0.67569 -3.16787
H 5.59287 -2.42845 -1.57378
H 3.21162 -2.71346 -1.05157
H -0.77343 0.99959 -1.98321
H -2.05583 2.21651 -3.63827
H -2.14725 1.40361 -5.99267
H -0.92608 -0.65950 -6.61329
H 0.36203 -1.88177 -4.95476
C -2.84256 2.50959 2.69016
Si -1.71641 2.31921 1.13247
C -1.02640 4.10348 0.99510
C -3.04745 2.29216 -0.25073
C -3.73125 3.45064 -0.64077
C -4.71203 3.42694 -1.62081
C -5.04149 2.22258 -2.22819
C -4.38196 1.06419 -1.84732
C -3.37829 1.07380 -0.87132
Si -2.48266 -0.53203 -0.32365
C -2.78569 -1.66094 -1.86853
C -3.81492 -1.27694 0.85173
H -3.43898 3.42004 2.57031
H -2.28925 2.60187 3.63157
H -3.54665 1.68000 2.79857
H -1.83762 4.83789 1.01885
H -0.47941 4.23153 0.05865
H -0.34224 4.36213 1.80553
H -3.49097 4.40008 -0.17485
H -5.21952 4.34120 -1.90892
H -5.80726 2.18880 -2.99569
H -4.64901 0.13187 -2.33326
H -3.79803 -2.07731 -1.81680
H -2.10372 -2.50983 -1.95699
H -2.71324 -1.09382 -2.79756
H -4.76229 -1.29318 0.30382
H -3.97595 -0.69357 1.76209
H -3.58639 -2.30654 1.14130
```

Löwdin atomic charge list, values in e, 6 entries: Sc 0.2941; C -0.1064; N -0.1853; C -0.1459; C -0.2020; N -0.1963